Here is a 2-piece molecular cluster, C3H9NO3 overall at a distorted geometry from OMol25. Energies are from wB97M-V/def2-TZVPD.

```
! RIJCOSX wB97M-V def2-TZVPD def2/J DEFGRID3
* xyz 0 1
C -0.60357 -1.67161 1.65737
N -1.13169 -0.55595 0.88525
C -0.49156 0.68779 1.18967
C -1.24398 1.73522 0.34819
O -0.58657 2.29933 -0.68895
O -2.40469 1.94022 0.54015
H -1.12285 -2.63130 1.57658
H 0.42803 -1.88295 1.38201
H -0.74180 -1.47538 2.73615
H -2.10811 -0.50755 1.13514
H -0.43077 1.19313 2.16132
H 0.58668 0.68445 0.97387
H -1.19320 2.59088 -1.34539
H 5.89048 -2.95471 -3.40242
H 4.83974 -3.70368 -2.59380
O 5.00953 -3.32022 -3.45331
*
```

LUMO level, eV: 0.8
Relative energy (zero: lowest compared OMol25 entry of this formula, charge and spin), kcal/mol: 36.4
SMILES string: CNCC(=O)O.O
Gap between HOMO and LUMO, eV: 10.204

=====

Here is a 2-piece molecular cluster, C5H10N2O overall at a distorted geometry from OMol25. Energies are from wB97M-V/def2-TZVPD.

```
! RIJCOSX wB97M-V def2-TZVPD def2/J DEFGRID3
* xyz 0 1
C 0.08756 -0.64314 -2.67410
C 0.74810 -1.01669 -1.33096
C 0.06960 -0.63975 -0.05893
C 0.53136 0.36167 0.76385
N -0.29120 0.45428 1.85661
C -1.15954 -0.49934 1.78740
N -1.00019 -1.17258 0.55522
H -0.94886 -0.27983 -2.61425
H -0.15586 -1.44303 -3.37542
H 0.74034 0.07407 -3.16683
H 1.06914 -2.05803 -1.39349
H 1.73783 -0.56768 -1.34135
H 1.48004 0.86704 0.72817
H -1.93788 -0.80315 2.46319
H -1.57289 -1.95588 0.31634
H 0.30998 2.70340 1.85403
H 0.12476 3.10421 3.25701
O 0.16770 3.51441 2.37354
*
```

LUMO level, eV: 0.7
Relative energy (zero: lowest compared OMol25 entry of this formula, charge and spin), kcal/mol: 20.2
SMILES string: CCc1cnc[nH]1.O
Gap between HOMO and LUMO, eV: 9.518

=====

Here is one molecule with the formula C4H11NO2 from OMol25. Energies are from wB97M-V/def2-TZVPD.

```
! RIJCOSX wB97M-V def2-TZVPD def2/J DEFGRID3
* xyz 0 1
C -0.87699 0.81533 -1.34398
O -2.22053 0.38460 -1.56508
C -0.24050 -0.03744 -0.26062
C 1.03129 0.64123 0.25572
C 1.74711 -0.17315 1.31246
O 2.03892 -1.48130 0.81592
N -1.14844 -0.31788 0.85321
H -0.85238 1.88002 -1.06724
H -0.27969 0.71538 -2.25265
H -2.60689 0.95452 -2.24340
H 0.06956 -0.99944 -0.66100
H 1.71703 0.75066 -0.59663
H 0.78164 1.62862 0.62875
H 2.70492 0.31447 1.55644
H 1.16556 -0.23737 2.23228
H 1.48050 -2.12328 1.28955
H -1.20580 0.52434 1.40956
H -2.07755 -0.46298 0.46824
*
```

LUMO level, eV: 0.8
Relative energy (zero: lowest compared OMol25 entry of this formula, charge and spin), kcal/mol: 27.5
SMILES string: N[C@@H](CO)CCO
Gap between HOMO and LUMO, eV: 10.245

=====

Here is one molecule with the formula C2H5N5S at a distorted geometry from OMol25. Energies are from wB97M-V/def2-TZVPD.

```
! RIJCOSX wB97M-V def2-TZVPD def2/J DEFGRID3
* xyz 0 1
C -0.97623 -0.26264 -0.00763
C 0.23418 0.62060 -0.14144
H -2.93787 -0.40109 0.21565
H -2.63062 1.01300 -0.62245
H 1.07435 -2.21435 -0.61833
H 3.00175 0.21501 1.31270
H -0.41435 2.26053 0.12257
N -2.26212 0.26606 -0.04104
N -0.59348 -1.53281 0.12251
N 0.78503 -1.54693 0.06138
N 1.29499 -0.30574 -0.40382
N 0.48959 1.85673 0.05728
S 2.93479 0.03164 -0.05738
*
```

LUMO level, eV: 0.6
Relative energy (zero: lowest compared OMol25 entry of this formula, charge and spin), kcal/mol: 31.2
SMILES string: [H]/N=c1\c(N)n[nH]n1S
Gap between HOMO and LUMO, eV: 8.863

=====

Here is a 2-piece molecular cluster, C4H12O3 overall at a distorted geometry from OMol25. Energies are from wB97M-V/def2-TZVPD.

```
! RIJCOSX wB97M-V def2-TZVPD def2/J DEFGRID3
* xyz 0 1
C 1.29506 -1.58784 0.66228
O 0.75481 -2.88242 0.36324
C 0.47940 -0.43914 0.53081
C -0.17636 -0.18017 -0.79319
C 0.70862 0.24858 -1.94458
O -1.28973 0.79359 -0.21739
H 2.10210 -1.44885 -0.03877
H 1.74224 -1.69773 1.63394
H -0.18906 -2.80625 0.31282
H 1.13844 0.29595 0.96567
H -0.22409 -0.58987 1.32853
H -0.89871 -0.93787 -1.00775
H 0.08497 0.63242 -2.86076
H 1.46793 -0.48465 -2.24722
H 1.26005 1.30389 -1.71994
H -0.72008 1.56103 0.02929
H -2.34974 3.40958 1.99810
H -2.36347 2.22454 1.14702
O -2.82239 2.58523 1.85791
*
```

LUMO level, eV: 0.6
Relative energy (zero: lowest compared OMol25 entry of this formula, charge and spin), kcal/mol: 49.6
SMILES string: C[C@H](O)CCO.O
Gap between HOMO and LUMO, eV: 11.010

=====

Here is C53H49N7O4PSTeTi as an isolated structure at a distorted geometry from OMol25. Energies are from wB97M-V/def2-TZVPD.

```
! RIJCOSX wB97M-V def2-TZVPD def2/J DEFGRID3
* xyz -1 3
Ti 11.71667 11.86902 12.12228
C 11.38633 18.49117 8.33404
O 10.88403 17.46777 9.19096
C 9.56642 17.46078 9.56553
C 8.79933 18.67790 9.72280
C 7.50461 18.61697 10.19832
C 6.93659 17.40741 10.58256
C 7.70376 16.26714 10.54228
C 9.05019 16.24419 10.08591
N 9.83212 15.07740 10.03689
C 10.45221 14.42285 11.07848
N 9.91319 14.55009 12.33880
C 10.75131 14.36822 13.46257
C 11.56999 13.27364 13.61649
C 12.60654 13.41532 14.53945
C 12.70899 14.50590 15.39309
C 11.65739 15.48346 15.47085
C 10.68470 15.42262 14.44083
O 9.67930 16.29002 14.15569
C 9.37444 17.47510 15.01512
N 11.47846 13.60153 10.86774
C 12.16602 13.67016 9.64556
C 11.75245 13.03917 8.45783
C 12.48923 13.08997 7.26419
C 13.72537 13.75392 7.18794
C 14.15634 14.41426 8.34148
C 13.43354 14.39823 9.56307
O 14.11638 14.92114 10.60838
C 13.71069 15.96294 11.47055
H 12.45849 18.65240 8.57604
H 10.80443 19.38962 8.51618
H 11.20992 18.17938 7.27283
H 9.20104 19.63288 9.47155
H 6.90982 19.51967 10.32806
H 5.96020 17.31014 11.00722
H 7.26586 15.33523 10.94429
H 10.23479 14.82196 9.15747
H 9.18041 15.24271 12.47422
H 13.34569 12.60538 14.57179
H 13.61572 14.49840 16.01490
H 11.52506 16.16049 16.30512
H 8.74924 18.17794 14.39114
H 10.35855 17.98364 15.28118
H 8.83196 17.19435 15.90997
H 10.89579 12.37580 8.44911
H 12.11853 12.60494 6.38421
H 14.25431 13.85965 6.25436
H 15.12784 14.97617 8.36674
H 14.28670 15.93447 12.41279
H 12.62475 15.92826 11.64769
H 14.07974 16.92535 11.02359
N 12.06831 6.53056 16.62292
C 10.89969 7.23062 16.61032
S 9.80864 6.90427 17.89027
C 10.83628 8.17335 15.47299
C 10.09040 9.35514 15.49041
C 10.32804 10.38344 14.55389
N 11.15764 10.22118 13.52365
C 11.80642 9.02726 13.40003
C 11.65640 8.01876 14.31546
H 12.21704 5.90959 17.39892
H 12.55211 6.20583 15.80142
H 9.31872 9.57185 16.24013
H 9.85183 11.35978 14.68404
H 12.59938 9.06601 12.67918
H 12.15547 7.07161 14.10754
Te 14.07241 11.33872 11.61871
N 10.51937 9.18802 9.22238
C 11.23358 10.13562 9.79020
N 10.55962 10.82476 10.68807
C 9.23151 10.28606 10.70814
C 8.07337 10.51215 11.40664
C 7.00698 9.54859 11.21052
C 6.98822 8.69449 10.10232
C 8.16932 8.50209 9.39575
C 9.28621 9.20009 9.78244
H 10.84532 8.43763 8.59965
H 12.27657 10.23824 9.65673
H 7.98912 11.41743 12.05978
H 6.13113 9.63648 11.81606
H 6.14103 8.02990 9.88136
H 8.29168 7.78855 8.58775
O 15.86841 10.86551 16.17610
P 17.13348 10.81269 17.01033
C 18.59177 10.83533 15.88241
C 19.68787 11.69117 15.94109
C 20.78375 11.52023 15.07386
C 20.87019 10.37437 14.31009
C 19.69119 9.61431 14.14191
C 18.58304 9.80835 14.98982
C 17.42487 12.30438 18.02214
C 17.54326 12.23390 19.40061
C 17.74139 13.34121 20.22603
C 17.71305 14.55470 19.57826
C 17.53847 14.64148 18.15322
C 17.46406 13.54208 17.38787
C 17.19513 9.34174 18.06078
C 16.04447 8.61282 18.28503
C 16.12704 7.38655 18.96582
C 17.34846 6.93831 19.48764
C 18.46924 7.76730 19.35488
C 18.38305 8.99185 18.67338
H 19.76701 12.43710 16.73521
H 21.63058 12.22109 15.19590
H 21.70368 10.12806 13.69147
H 19.58412 8.90460 13.33081
H 17.75749 9.11308 14.90551
H 17.38990 11.22766 19.84685
H 17.89864 13.28230 21.28544
H 17.85229 15.44259 20.17302
H 17.53169 15.61926 17.75573
H 17.42532 13.60427 16.29733
H 15.05995 8.87866 17.90075
H 15.22634 6.78800 18.94893
H 17.36997 6.00277 20.00355
H 19.39592 7.41105 19.73398
H 19.27517 9.57645 18.53209
*
```

LUMO level (alpha / beta), eV: 1.9 / 1.9
<S²>: 2.02
Relative energy (zero: lowest compared OMol25 entry of this formula, charge and spin), kcal/mol: 0.0
Gap between HOMO and LUMO (alpha / beta), eV: 3.653 / 5.326

=====

The highest relative energy (zero: lowest compared OMol25 entry of this formula, charge and spin) belongs to which entry? C4H12O3